Entry from OMol25: the molecule C19H21ClN4O4 in a non-equilibrium geometry (ωB97M-V with the def2-TZVPD basis set).

Last column: natural (NBO) charge in e.
Geometry (Å):
1 C -3.196 1.949 6.124  -0.254
2 H -2.206 1.629 6.462  0.178
3 O -3.288 1.945 4.719  -0.488
4 C -2.459 2.753 4.015  0.345
5 C -1.516 3.601 4.571  -0.338
6 C -0.718 4.383 3.745  -0.027
7 C -0.844 4.334 2.375  -0.248
8 C -1.788 3.484 1.812  -0.271
9 C -2.597 2.695 2.609  0.235
10 O -3.560 1.835 2.159  -0.470
11 C -3.700 1.647 0.774  -0.112
12 C -2.494 1.015 0.156  0.282
13 C -1.571 0.137 0.643  -0.308
14 C -0.675 -0.054 -0.443  0.052
15 N -1.064 0.656 -1.475  -0.124
16 O -2.183 1.324 -1.115  -0.265
17 C 0.465 -1.009 -0.375  0.650
18 O 0.421 -1.889 0.474  -0.625
19 N 1.502 -0.872 -1.221  -0.400
20 C 1.660 0.128 -2.245  -0.427
21 H 2.577 0.695 -2.060  0.189
22 H 1.744 -0.356 -3.220  0.207
23 H 0.806 0.797 -2.260  0.251
24 C 2.590 -1.835 -1.139  -0.245
25 C 2.714 -2.640 -2.389  -0.152
26 C 3.824 -2.801 -3.192  -0.040
27 N 3.468 -3.621 -4.201  -0.162
28 N 2.194 -3.992 -4.102  -0.270
29 C 1.710 -3.415 -3.015  0.137
30 C 0.299 -3.588 -2.586  -0.648
31 H -0.130 -4.453 -3.085  0.232
32 H 0.245 -3.720 -1.507  0.233
33 H -0.288 -2.707 -2.847  0.219
34 C 4.286 -4.099 -5.277  -0.404
35 H 4.681 -3.265 -5.860  0.203
36 H 5.119 -4.693 -4.895  0.203
37 H 3.660 -4.722 -5.912  0.237
38 H 4.817 -2.407 -3.107  0.212
39 H 2.371 -2.486 -0.287  0.257
40 H 3.528 -1.301 -0.950  0.200
41 H -1.516 -0.315 1.610  0.261
42 H -3.928 2.587 0.252  0.198
43 H -4.561 0.977 0.672  0.225
44 H -1.875 3.458 0.738  0.225
45 H -0.220 4.944 1.743  0.229
46 Cl 0.451 5.431 4.468  0.001
47 H -1.386 3.667 5.638  0.235
48 H -3.942 1.233 6.466  0.204
49 H -3.424 2.936 6.539  0.178

Results
Net charge ... 0
Lowest unoccupied orbital energy ... 0.7 eV
SMILES string ... COc1cc(Cl)ccc1OCc1cc(C(=O)N(C)Cc2cn(C)nc2C)no1
Frontier orbital gap ... 9.0 eV
Energy relative to the best compared isomer or geometry (same formula, charge and spin) ... 87.2 kcal/mol

---

Entry from OMol25: a structure of composition C28H17Cl5MnN4S (ωB97M-V with the def2-TZVPD basis set).

Last column: natural (NBO) charge in e.
Geometry (Å):
1 Mn 0.057 -0.958 -1.420  1.405
2 C 1.283 3.796 -4.195  -0.176
3 C 1.952 2.682 -3.708  -0.185
4 C 1.228 1.629 -3.174  -0.234
5 C -0.159 1.693 -3.138  0.149
6 C -0.839 2.803 -3.630  -0.211
7 C -0.106 3.852 -4.156  -0.184
8 N -0.833 0.569 -2.585  -0.317
9 N -2.064 0.487 -2.754  -0.058
10 C -2.636 -0.672 -2.207  0.075
11 C -4.005 -0.835 -2.365  -0.163
12 C -4.605 -1.980 -1.859  -0.201
13 C -3.833 -2.933 -1.215  -0.158
14 C -2.455 -2.761 -1.060  -0.203
15 C -1.834 -1.630 -1.553  -0.373
16 H 1.843 4.622 -4.611  0.232
17 H 3.031 2.631 -3.752  0.229
18 H 1.745 0.742 -2.822  0.190
19 H -1.918 2.836 -3.596  0.245
20 H -0.620 4.722 -4.540  0.232
21 H -4.575 -0.072 -2.877  0.238
22 H -5.669 -2.130 -1.973  0.234
23 H -4.301 -3.830 -0.828  0.231
24 H -1.884 -3.528 -0.555  0.226
25 Cl -0.053 -2.753 1.713  0.038
26 C 0.727 -3.452 0.337  0.028
27 C 0.742 -2.743 -0.851  -0.445
28 C 1.377 -3.321 -1.932  -0.065
29 Cl 1.419 -2.334 -3.390  0.055
30 C 1.979 -4.569 -1.903  -0.083
31 Cl 2.740 -5.218 -3.289  0.095
32 C 1.940 -5.269 -0.694  -0.066
33 Cl 2.665 -6.816 -0.593  0.099
34 C 1.320 -4.710 0.430  -0.111
35 Cl 1.294 -5.573 1.910  0.089
36 S 2.199 2.815 3.562  0.373
37 C 1.638 1.823 2.236  -0.098
38 C 2.556 1.491 1.236  -0.248
39 C 2.137 0.740 0.164  0.073
40 N 0.878 0.296 0.036  -0.612
41 C -0.004 0.614 0.999  0.080
42 C 0.324 1.372 2.097  -0.266
43 C 0.984 2.455 4.810  -0.174
44 C 1.004 1.241 5.480  -0.256
45 C 0.034 1.015 6.447  0.046
46 N -0.902 1.902 6.769  -0.384
47 C -0.896 3.068 6.133  0.048
48 C 0.023 3.396 5.143  -0.257
49 H 3.589 1.802 1.304  0.247
50 H 2.834 0.459 -0.614  0.210
51 H -1.013 0.234 0.872  0.215
52 H -0.430 1.598 2.837  0.253
53 H 1.753 0.491 5.263  0.235
54 H 0.016 0.077 6.990  0.208
55 H -1.663 3.779 6.420  0.208
56 H -0.012 4.358 4.651  0.237

Results
Multiplicity ... 5
Net charge ... +1
Lowest unoccupied orbital energy (spin up / spin down) ... -4.2 / -4.3 eV
Frontier orbital gap (spin up / spin down) ... 7.6 / 7.4 eV
Energy relative to the best compared isomer or geometry (same formula, charge and spin) ... 0.8 kcal/mol

---

Entry from OMol25: the molecule C5H10 in a non-equilibrium geometry (ωB97M-V with the def2-TZVPD basis set).

Last column: natural (NBO) charge in e.
Geometry (Å):
1 C 1.904 -0.527 0.077  -0.597
2 C 0.591 -0.013 -0.397  -0.224
3 C 0.078 1.318 -0.044  -0.412
4 C -0.601 0.130 0.490  -0.234
5 C -1.893 -0.480 -0.045  -0.607
6 H 2.151 -0.143 1.086  0.202
7 H 2.636 -0.135 -0.564  0.207
8 H 1.880 -1.613 0.087  0.210
9 H 0.230 -0.354 -1.348  0.202
10 H 0.645 1.907 0.637  0.215
11 H -0.437 1.853 -0.884  0.208
12 H -0.419 0.000 1.564  0.205
13 H -1.846 -1.611 -0.165  0.210
14 H -2.120 -0.095 -1.063  0.204
15 H -2.800 -0.236 0.569  0.211

Results
Net charge ... 0
Lowest unoccupied orbital energy ... 1.3 eV
SMILES string ... C[C@@H]1C[C@H]1C
Frontier orbital gap ... 10.9 eV
Energy relative to the best compared isomer or geometry (same formula, charge and spin) ... 26.3 kcal/mol

---

Entry from OMol25: a cluster of 3 separate species, C23H40NO10PS in total in a non-equilibrium geometry (ωB97M-V with the def2-TZVPD basis set).

Last column: Löwdin charge in e.
Geometry (Å):
1 C -1.009 0.941 1.575  0.018
2 C -2.468 0.999 0.861  -0.409
3 O -3.504 1.178 1.546  0.045
4 O -2.607 0.798 -0.571  -0.074
5 C -1.949 -0.477 -0.827  -0.209
6 C -2.427 -1.197 -2.190  -0.134
7 C -1.568 -2.592 -2.272  -0.188
8 C -0.204 -2.227 -3.017  -0.154
9 C 0.932 -3.345 -3.049  -0.474
10 P 0.712 -5.054 -2.250  1.026
11 C -0.978 -5.834 -2.743  -0.270
12 O 0.679 -4.865 -0.516  -0.345
13 O 1.504 -3.705 -4.361  -0.019
14 C 2.836 -4.194 -4.010  -0.409
15 O 3.632 -4.774 -4.771  0.137
16 O 3.143 -3.850 -2.624  -0.103
17 C 2.281 -2.660 -2.461  -0.664
18 S 2.258 -1.957 -0.742  0.796
19 C 3.062 -1.588 -3.364  -0.136
20 C 4.630 -1.518 -3.225  0.022
21 C 5.357 -0.501 -4.140  -0.110
22 N 4.782 0.389 -5.100  0.002
23 C 3.358 0.323 -5.179  -0.113
24 C 2.400 -0.610 -4.392  0.027
25 H -1.069 1.359 2.632  0.088
26 H -0.293 1.537 0.912  0.101
27 H -0.670 -0.164 1.567  0.091
28 H -0.816 -0.251 -0.912  0.127
29 H -2.097 -1.191 0.054  0.132
30 H -3.552 -1.364 -2.262  0.124
31 H -2.044 -0.532 -3.048  0.120
32 H -2.240 -3.304 -2.886  0.112
33 H -1.468 -2.946 -1.191  0.099
34 H -0.478 -1.983 -4.119  0.140
35 H 0.204 -1.247 -2.580  0.096
36 H -1.468 -5.277 -3.629  0.047
37 H -1.670 -5.704 -1.823  0.048
38 H -0.900 -6.957 -2.922  0.045
39 H 0.004 -4.199 -0.257  0.022
40 H 3.423 -2.420 -0.101  -0.065
41 H 5.185 -2.184 -2.482  0.110
42 H 6.508 -0.473 -4.045  0.107
43 H 2.855 1.053 -5.920  0.106
44 H 1.274 -0.584 -4.539  0.085
45 C -2.742 7.022 1.713  -0.113
46 O -2.801 7.088 0.296  -0.192
47 C -1.579 6.680 -0.317  -0.199
48 C -1.695 5.274 -0.897  -0.197
49 O -1.809 4.296 0.135  -0.192
50 C -3.143 3.822 0.287  -0.104
51 H -3.747 7.186 2.105  0.089
52 H -2.388 6.046 2.057  0.083
53 H -2.086 7.809 2.097  0.087
54 H -0.744 6.742 0.390  0.124
55 H -1.383 7.381 -1.133  0.122
56 H -0.778 5.046 -1.450  0.122
57 H -2.536 5.208 -1.596  0.127
58 H -3.414 3.196 -0.569  0.090
59 H -3.856 4.646 0.384  0.094
60 H -3.189 3.218 1.189  0.065
61 C 2.198 -1.659 6.407  -0.112
62 O 1.580 -0.486 6.914  -0.191
63 C 1.646 0.603 5.995  -0.196
64 C 0.305 0.823 5.304  -0.198
65 O -0.003 -0.251 4.416  -0.223
66 C -0.974 -1.136 4.958  -0.103
67 H 1.969 -2.486 7.081  0.090
68 H 1.828 -1.910 5.409  0.082
69 H 3.284 -1.526 6.376  0.088
70 H 2.444 0.449 5.260  0.125
71 H 1.892 1.496 6.577  0.124
72 H 0.369 1.731 4.694  0.119
73 H -0.495 0.968 6.039  0.129
74 H -1.954 -0.648 4.978  0.091
75 H -0.703 -1.464 5.965  0.085
76 H -1.034 -2.014 4.311  0.088

Results
Net charge ... 0
Lowest unoccupied orbital energy ... -0.2 eV
SMILES string ... CC(=O)OCCCC[C@@]1(P(C)O)OC(=O)O[C@@]1(S)c1ccncc1.COCCOC.COCCOC
Frontier orbital gap ... 8.8 eV

---

Entry from OMol25: a cluster of 3 separate species, C25H43BN2O11P2S in total in a non-equilibrium geometry (ωB97M-V with the def2-TZVPD basis set).

Last column: Löwdin charge in e.
Geometry (Å):
1 N -1.491 -2.514 -1.898  0.016
2 C -1.399 -1.882 -3.230  -0.194
3 C -1.812 -0.406 -3.243  -0.137
4 C -3.087 -0.039 -2.782  -0.039
5 C -3.433 1.305 -2.786  -0.433
6 C -2.595 2.324 -3.262  -0.253
7 C -1.325 1.964 -3.721  0.081
8 C -0.978 0.610 -3.687  -0.207
9 O 0.327 0.291 -4.121  0.141
10 B 1.164 0.582 -3.037  -0.747
11 O 0.883 -0.005 -1.788  0.163
12 O 2.245 1.446 -3.140  0.183
13 N -2.946 3.713 -3.276  0.056
14 C -4.288 3.970 -3.698  -0.270
15 C -4.562 5.034 -4.562  -0.017
16 C -5.868 5.265 -5.008  -0.091
17 C -6.925 4.453 -4.611  -0.090
18 C -6.691 3.402 -3.719  -0.104
19 C -5.383 3.201 -3.293  -0.447
20 S -5.036 1.842 -2.158  1.000
21 H -1.280 -1.816 -1.189  0.071
22 H -2.465 -2.775 -1.768  0.056
23 H -0.399 -2.003 -3.665  0.113
24 H -2.099 -2.436 -3.880  0.125
25 H -3.796 -0.779 -2.401  0.117
26 H -0.618 2.706 -4.095  0.143
27 H 0.855 0.722 -1.150  0.113
28 H 2.176 2.053 -2.388  0.103
29 H -2.712 4.186 -2.409  0.141
30 H -3.794 5.721 -4.921  0.114
31 H -6.056 6.091 -5.697  0.104
32 H -7.956 4.575 -4.954  0.106
33 H -7.474 2.728 -3.367  0.106
34 O -0.143 -6.566 4.373  -0.227
35 P -1.075 -6.260 3.245  0.612
36 O -1.830 -7.700 3.015  -0.207
37 C -2.750 -8.159 4.004  -0.292
38 C -4.070 -7.413 3.924  -0.086
39 O 0.022 -6.343 2.018  -0.255
40 C 1.413 -6.109 2.230  -0.291
41 C 2.160 -7.425 2.233  -0.074
42 O -2.142 -5.469 2.269  -0.217
43 C -1.799 -4.772 1.061  -0.271
44 C -1.970 -5.687 -0.130  -0.067
45 H -2.309 -8.066 5.000  0.109
46 H -2.915 -9.219 3.811  0.117
47 H -3.940 -6.362 4.193  0.068
48 H -4.804 -7.852 4.603  0.076
49 H -4.465 -7.439 2.908  0.080
50 H 1.590 -5.546 3.146  0.105
51 H 1.765 -5.490 1.400  0.117
52 H 1.775 -8.096 3.001  0.076
53 H 3.226 -7.269 2.407  0.076
54 H 2.034 -7.934 1.275  0.076
55 H -0.805 -4.333 1.114  0.112
56 H -2.501 -3.939 0.969  0.112
57 H -1.332 -6.566 -0.064  0.075
58 H -1.738 -5.157 -1.055  0.061
59 H -2.998 -6.053 -0.182  0.081
60 O 3.067 3.334 0.616  -0.237
61 P 4.074 4.396 0.971  0.644
62 O 5.298 3.389 1.438  -0.220
63 C 5.989 2.636 0.443  -0.291
64 C 6.956 3.503 -0.343  -0.085
65 O 3.479 4.765 2.461  -0.253
66 C 2.092 4.645 2.773  -0.289
67 C 1.861 3.404 3.610  -0.072
68 O 5.141 5.659 1.056  -0.220
69 C 5.025 6.783 1.940  -0.268
70 C 5.810 6.522 3.206  -0.064
71 H 5.273 2.147 -0.224  0.105
72 H 6.540 1.855 0.968  0.118
73 H 6.417 4.244 -0.940  0.068
74 H 7.562 2.895 -1.016  0.078
75 H 7.614 4.052 0.331  0.079
76 H 1.477 4.642 1.874  0.103
77 H 1.813 5.532 3.349  0.116
78 H 2.205 2.509 3.091  0.076
79 H 0.802 3.285 3.849  0.077
80 H 2.425 3.467 4.543  0.078
81 H 3.987 7.042 2.137  0.111
82 H 5.464 7.637 1.419  0.117
83 H 5.443 5.644 3.735  0.075
84 H 5.750 7.382 3.876  0.082
85 H 6.858 6.331 2.970  0.082

Results
Net charge ... 0
Lowest unoccupied orbital energy ... -1.1 eV
SMILES string ... NCc1cc2c(cc1OB(O)O)Nc1ccccc1S2.CCOP(=O)(OCC)OCC.CCOP(=O)(OCC)OCC
Frontier orbital gap ... 7.1 eV

---

Number 1: calculated total energy -1716.72805 a.u.. Number 2: calculated total energy -5146.12398 a.u.. Number 3: calculated total energy -196.46642 a.u.. Number 4: calculated total energy -2446.73404 a.u.. Number 5: calculated total energy -3021.46091 a.u..